[1]
9 unconnected molecules or ions with the total composition C42H78N2O19 at a distorted geometry. Source: OMol25; level of theory: ωB97M-V/def2-TZVPD.

Results
Total charge ... -2
Highest occupied orbital energy ... 0.38 eV

Geometry as XYZ:
```
141
Properties=species:S:1:pos:R:3:mulliken_charge:R:1
O 37.04 8.42 27.95 -0.60
O 30.85 7.30 21.21 -0.12
O 25.90 12.96 22.77 -0.59
O 26.62 10.90 22.19 -0.46
O 27.48 2.37 24.21 -0.46
O 31.78 11.75 30.47 -0.99
O 26.41 11.41 24.32 -0.41
O 33.57 12.33 24.68 -0.41
O 30.75 6.59 29.53 -0.08
O 30.85 5.78 19.59 -0.39
O 34.99 8.10 28.79 -0.36
O 28.37 9.23 27.43 -1.00
O 35.31 7.84 26.62 -0.57
O 29.41 7.52 19.50 -0.53
O 35.44 11.22 24.23 -0.40
O 29.98 8.35 30.74 -0.48
O 25.35 9.48 30.01 -0.43
O 29.21 6.31 31.12 -0.36
O 35.57 13.34 24.97 -0.56
N 26.43 3.25 23.84 0.32
N 25.08 8.13 30.31 0.65
C 29.41 5.01 30.56 -0.48
C 28.93 8.26 26.69 1.68
C 25.33 7.45 28.01 -1.71
C 25.16 7.77 31.73 1.47
C 27.30 5.26 25.14 -1.25
C 32.25 11.18 23.04 -1.53
C 23.05 8.05 28.90 -2.13
C 31.87 5.34 20.48 -0.50
C 34.46 10.25 23.96 0.05
C 24.96 5.60 23.01 0.17
C 30.28 6.94 20.05 0.51
C 26.55 2.36 21.58 -2.15
C 29.99 7.20 30.48 0.54
C 26.84 9.65 22.86 1.12
C 24.02 8.47 32.47 -1.94
C 31.77 6.18 23.00 -0.78
C 26.51 8.23 32.32 -1.87
C 34.95 12.37 24.68 0.60
C 28.17 9.17 22.26 -1.07
C 30.36 5.22 29.36 1.08
C 27.77 4.49 22.12 -1.72
C 24.91 5.00 24.42 -1.48
C 26.26 11.87 23.08 0.55
C 32.77 11.40 29.56 -0.29
C 33.60 6.20 26.25 -1.74
C 26.55 3.67 22.41 2.05
C 33.90 7.61 26.75 2.20
C 31.62 4.41 29.53 -1.49
C 23.92 5.65 31.08 -1.30
C 33.71 7.77 28.27 0.60
C 35.88 8.18 27.79 0.50
C 31.96 6.46 21.51 0.53
C 26.18 4.25 24.87 1.97
C 24.17 5.89 29.58 -0.73
C 33.17 11.03 24.26 1.64
C 32.48 11.53 28.08 -0.24
C 30.38 8.33 26.21 0.85
C 24.38 7.36 29.25 2.09
C 25.28 4.46 22.05 -1.53
C 25.77 3.57 26.18 -1.78
C 26.86 10.06 24.34 0.27
C 25.07 6.25 31.89 -0.84
H 34.11 6.01 25.30 0.32
H 23.80 4.59 31.31 0.42
H 23.08 8.30 31.95 0.38
H 34.57 9.33 24.53 0.07
H 33.16 10.40 29.84 -0.04
H 32.08 4.60 30.50 0.43
H 33.35 11.21 27.48 -0.12
H 32.92 6.98 21.43 0.17
H 24.40 3.81 22.00 0.32
H 27.29 5.60 26.17 0.44
H 33.46 6.76 28.60 -0.42
H 22.42 8.06 29.79 0.38
H 25.65 1.76 21.72 0.46
H 33.32 8.37 26.22 -0.82
H 32.30 12.57 27.81 0.46
H 31.62 10.94 27.74 -0.02
H 28.71 4.10 22.51 0.31
H 27.35 1.65 21.80 0.49
H 26.59 3.24 26.81 0.35
H 32.21 10.26 22.46 0.18
H 29.07 9.62 22.67 0.19
H 31.28 11.60 23.28 0.30
H 26.00 5.72 31.65 0.04
H 25.43 8.42 27.54 0.58
H 25.02 6.69 27.29 -0.19
H 26.59 7.61 33.23 0.42
H 32.66 5.87 23.54 0.28
H 23.81 8.01 33.45 0.37
H 28.34 8.00 25.77 -0.76
H 34.49 9.93 22.92 0.16
H 27.92 4.56 21.04 0.56
H 32.87 8.42 28.52 0.09
H 31.09 8.51 27.02 -0.57
H 32.45 4.69 28.88 0.09
H 32.74 11.92 22.40 0.47
H 31.62 4.40 20.97 0.28
H 27.28 6.16 24.51 -0.55
H 23.22 9.10 28.64 0.46
H 30.66 7.36 25.77 -0.24
H 24.86 6.13 32.96 0.60
H 27.64 5.51 22.49 -0.02
H 28.36 8.15 22.66 -0.01
H 33.62 12.09 29.75 0.32
H 30.94 5.49 23.20 0.13
H 26.78 2.59 20.54 0.38
H 25.00 5.24 29.29 0.20
H 29.78 4.26 31.25 0.32
H 28.93 7.33 27.31 -0.80
H 28.45 4.65 30.17 0.23
H 26.11 9.45 24.85 -0.02
H 30.48 9.13 25.47 0.05
H 26.33 7.22 28.37 0.22
H 28.12 9.01 21.19 0.54
H 32.52 6.08 26.27 0.34
H 24.23 9.53 32.64 0.48
H 26.09 8.89 22.62 -0.10
H 24.04 6.10 22.70 0.56
H 23.04 6.16 31.50 0.42
H 24.54 9.89 30.34 0.33
H 27.18 1.53 23.86 0.38
H 28.29 4.86 24.90 0.52
H 25.07 2.74 26.00 0.53
H 31.54 3.33 29.38 0.40
H 25.73 6.37 22.91 -0.47
H 26.56 9.25 32.70 0.35
H 22.63 7.54 28.03 0.41
H 32.79 5.28 19.90 0.34
H 24.51 5.69 25.16 0.26
H 25.44 4.90 21.07 0.44
H 27.84 9.96 24.79 -0.04
H 27.39 7.91 31.77 0.29
H 32.64 10.57 25.10 -0.57
H 33.99 5.45 26.94 0.47
H 31.34 7.04 23.53 0.06
H 24.10 4.25 24.41 0.54
H 23.29 5.48 29.08 0.48
H 29.87 5.14 28.39 -0.15
H 25.21 4.28 26.80 0.13
```

[2]
7 unconnected molecules or ions with the total composition C42H80BrNO10S at a distorted geometry. Source: OMol25; level of theory: ωB97M-V/def2-TZVPD.

Results
Total charge ... 0
SMILES ... CCC1=C(C[C@@H](C)Br)C(=O)c2c(CCN)cc(CCCS)c(CCOC(C)=O)c2C1=O.CC(C)O.CC(C)O.CC(C)O.CC(C)O.CC(C)O.CC(C)O
Relative energy (zero: lowest compared OMol25 entry of this formula, charge and spin) ... 0.000 eV
Highest occupied orbital energy ... -8.85 eV

Geometry as XYZ:
```
135
Properties=species:S:1:pos:R:3:mulliken_charge:R:1
Br 7.17 -0.69 -0.16 -0.15
S -1.50 4.65 -3.96 -0.24
O -0.94 -1.86 -4.78 -0.43
O 1.49 -3.64 3.08 -0.34
O -5.56 -0.55 -5.44 -0.57
O 1.78 2.73 5.87 -0.48
O 1.68 -1.20 -3.53 -0.66
O -0.57 2.88 3.60 -0.44
O 4.76 2.44 10.46 -0.54
O 1.91 -1.56 1.28 -0.78
O -8.65 -3.27 -8.63 -0.55
O -1.64 -2.72 -2.78 -0.55
N -2.57 -1.47 2.13 -0.68
C -8.73 -2.27 -9.64 0.56
C -4.94 -1.63 -6.14 0.90
C -1.72 0.68 -1.48 0.83
C -9.66 -1.15 -9.19 -1.24
C -1.64 -0.65 -4.48 -0.53
C -0.75 0.42 -3.81 -0.97
C 4.36 -0.18 0.35 -1.47
C -1.61 0.53 -0.12 -0.68
C 2.43 -5.79 2.53 -1.18
C 5.38 -1.36 0.35 -0.01
C -0.20 4.89 4.86 -1.06
C 2.46 1.56 6.36 0.25
C -1.86 -0.29 2.67 -1.05
C 3.10 -0.44 -0.45 1.22
C 2.15 -4.77 3.63 0.45
C 4.14 0.12 -2.68 -0.73
C 1.85 -0.84 0.30 0.09
C -9.21 -2.90 -10.94 -1.41
C 5.05 -2.52 -0.60 -1.26
C 3.44 -4.33 4.31 -1.09
C -0.49 0.02 0.52 0.62
C -2.90 2.54 -2.90 -0.80
C 3.76 1.97 7.03 -1.33
C -0.67 0.29 -2.31 0.39
C -4.99 -2.89 -5.28 -1.37
C -3.03 1.28 -1.99 -1.22
C 1.70 -0.63 -2.46 -0.03
C 5.16 4.43 11.75 -1.40
C 0.19 -3.80 -3.84 -1.21
C -0.47 -0.07 2.03 -0.39
C -5.64 -1.85 -7.47 -1.45
C 3.92 1.62 -3.04 -1.32
C -0.89 -2.73 -3.74 0.95
C 6.53 3.90 9.71 -1.19
C 3.01 -0.32 -1.77 0.26
C 0.56 -0.33 -0.30 0.03
C 5.16 3.80 10.37 0.49
C 2.70 0.59 5.21 -1.10
C 1.18 4.35 2.83 -1.03
C -0.19 4.25 3.48 0.30
C 0.46 -0.21 -1.69 0.31
C -1.71 3.46 -2.57 -0.23
H -1.65 -0.50 3.73 0.46
H 5.49 -1.80 1.34 0.52
H 4.06 -2.94 -0.38 0.20
H -2.58 -0.80 -3.95 0.21
H -10.66 -1.54 -9.00 0.32
H 5.09 -2.18 -1.64 0.29
H -5.60 -0.94 -8.08 0.36
H 0.26 0.36 -4.24 0.73
H 3.17 2.06 -2.37 0.28
H -1.87 4.09 -1.69 0.43
H -6.69 -2.09 -7.32 0.25
H 5.41 1.98 11.01 0.34
H -0.75 2.93 -2.49 0.04
H -3.81 3.13 -2.75 0.50
H 6.84 4.94 9.61 0.37
H -0.05 0.87 2.42 0.14
H 0.08 2.44 4.17 0.31
H 0.16 -0.88 2.41 0.10
H 0.50 4.38 5.52 0.20
H 5.87 3.92 12.41 0.35
H -9.54 -3.62 -8.49 0.34
H -5.17 -2.66 -8.04 0.35
H 0.07 5.95 4.81 0.41
H -10.20 -3.34 -10.81 0.34
H 1.80 1.10 7.10 0.35
H 3.95 -5.18 4.76 0.43
H 3.53 1.74 -4.06 0.31
H 1.93 3.83 3.42 0.12
H -9.26 -2.16 -11.74 0.36
H 1.49 5.39 2.71 0.43
H -9.72 -0.36 -9.94 0.37
H -3.65 0.55 -2.51 0.28
H 4.83 0.73 -0.04 0.61
H -7.72 -1.87 -9.78 0.27
H 4.82 2.23 -2.92 0.41
H 6.51 3.44 8.72 0.27
H 3.07 -5.35 1.76 0.21
H 1.47 -5.20 4.36 0.29
H -9.30 -0.72 -8.26 0.31
H -1.15 1.38 -4.15 0.02
H -6.02 -3.16 -5.06 0.36
H -0.27 -4.79 -3.95 0.42
H 4.11 -3.86 3.60 0.16
H 3.32 1.05 4.44 0.26
H 2.92 -6.68 2.92 0.41
H -2.85 2.30 -3.96 0.40
H 1.50 -6.08 2.04 0.32
H 1.17 3.87 1.84 0.23
H -8.54 -3.70 -11.25 0.35
H -1.19 4.80 5.32 0.31
H -0.87 3.86 -4.86 0.13
H -0.93 4.73 2.84 0.33
H 5.09 -0.06 -2.16 0.21
H 5.80 -3.30 -0.47 0.49
H 4.28 1.11 7.43 0.45
H 3.19 -0.32 5.56 0.42
H 4.04 -0.46 -3.60 0.40
H 7.28 3.37 10.30 0.32
H -3.22 -1.14 1.42 0.34
H 4.18 4.35 12.21 0.34
H -1.89 -2.05 1.64 0.34
H 4.42 4.30 9.74 0.29
H 5.44 5.49 11.71 0.37
H -3.61 1.59 -1.11 0.49
H 2.35 3.14 5.22 0.27
H 4.42 2.48 6.31 0.35
H 4.12 0.03 1.39 0.01
H -4.49 -2.72 -4.33 0.33
H 0.78 -3.82 -2.93 0.21
H -1.91 -0.22 -5.46 0.51
H 2.08 -3.24 2.42 0.26
H 0.82 -3.65 -4.72 0.29
H -2.47 0.61 2.61 0.35
H 3.57 2.67 7.84 0.24
H -4.50 -3.73 -5.78 0.36
H -6.47 -0.79 -5.28 0.37
H -3.90 -1.35 -6.31 0.10
H 3.22 -3.60 5.09 0.26
H -2.45 0.84 0.49 0.38
H 1.75 0.31 4.74 0.16
```

[3]
3 unconnected molecules or ions with the total composition C42H81N9O6PS. Source: OMol25; level of theory: ωB97M-V/def2-TZVPD.

Results
Total charge ... +1
Expectation value of S² ... 2.01
Multiplicity ... 3
Highest occupied orbital energy (spin up / spin down) ... -9.19 / -10.37 eV

Geometry as XYZ:
```
140
Properties=species:S:1:pos:R:3:mulliken_charge:R:1
S 3.37 0.36 4.90 -0.35
P 2.16 -5.62 1.87 -0.11
O 3.81 0.43 1.23 0.13
O 1.20 -3.63 0.48 -0.25
O -5.92 0.49 3.94 -0.63
O 2.83 2.25 3.03 -0.04
O -2.80 0.55 -7.55 -0.65
O 8.20 3.79 0.51 -0.59
N 1.14 1.71 4.33 -0.50
N 2.75 -1.67 1.04 -0.16
N 2.21 -3.93 1.39 0.16
N 4.37 -1.39 2.52 0.13
N 5.83 2.33 -0.69 -0.22
N -3.70 0.80 -6.68 0.83
N -4.96 1.29 4.24 0.57
N 3.93 -2.72 2.62 0.50
N 0.71 2.67 3.42 -0.23
C -5.55 3.38 3.07 -1.31
C 6.21 3.73 1.91 -0.73
C -3.73 1.05 3.41 2.26
C -4.97 -0.85 -7.97 -1.88
C -6.03 0.15 -5.98 -1.67
C 4.08 -3.31 5.04 0.24
C -2.09 -0.65 -1.71 -1.66
C 4.53 -3.58 3.63 -0.88
C -0.53 -0.97 -3.65 -1.35
C -3.61 -0.44 3.16 -2.07
C 4.94 0.53 4.03 1.06
C 2.37 1.50 4.05 0.56
C -2.02 2.35 -5.83 -1.82
C 2.06 -5.57 3.71 -0.88
C 3.95 0.71 -0.20 0.01
C -6.76 2.66 5.15 -1.85
C -5.08 0.43 -7.15 1.39
C -4.12 3.23 -6.86 -1.46
C 3.92 -6.98 0.19 -1.25
C -3.51 2.12 -5.99 1.99
C -4.29 3.25 2.22 -0.50
C 4.17 -4.21 6.02 -1.06
C 1.07 -2.95 -1.90 0.84
C 2.29 -2.16 -2.40 -1.73
C -1.09 -1.60 -2.37 1.03
C 2.93 -2.84 1.69 0.20
C 1.52 -4.02 -0.88 -1.14
C 4.43 2.15 -0.36 -1.03
C 5.40 -0.75 3.33 -0.92
C -0.03 -2.03 -1.34 -1.09
C -3.88 1.78 2.08 -1.43
C 7.32 2.94 1.22 0.04
C -2.45 1.51 4.15 -1.94
C 3.88 -6.19 1.50 -0.38
C -5.62 1.57 -8.01 -1.21
C -4.45 3.49 5.34 -1.71
C -5.42 2.70 4.44 1.57
C 1.71 2.97 2.70 -0.21
C 3.63 -0.84 1.56 -0.14
C -4.15 2.11 -4.58 -1.72
C -5.54 2.94 -7.33 -0.44
C 6.80 1.84 0.28 -0.20
H 5.78 -1.46 4.06 0.60
H -6.24 2.98 -6.49 0.28
H -7.53 2.20 4.53 0.39
H 6.24 -0.50 2.67 0.22
H -3.57 -1.00 4.10 0.43
H 5.70 0.76 4.79 0.79
H -4.31 1.09 -4.22 0.19
H -1.65 -2.51 -2.64 0.29
H -4.39 -0.70 -8.87 0.38
H -6.39 2.92 2.54 0.37
H -1.32 -0.93 -4.41 0.28
H -3.48 3.84 2.64 0.30
H 2.98 0.54 -0.67 0.11
H -1.86 3.27 -5.27 0.50
H 3.83 2.61 -1.15 0.53
H 0.29 -1.53 -4.09 0.31
H -5.80 4.43 3.24 0.43
H 0.45 -1.13 -0.93 0.03
H -3.48 2.59 -3.87 0.50
H -5.05 1.61 -8.95 0.37
H 1.79 3.67 1.89 0.53
H 7.92 2.45 1.99 0.41
H 6.63 4.37 2.68 0.40
H 7.67 4.37 -0.04 0.40
H -4.49 3.66 1.23 0.40
H 4.37 -4.61 3.36 0.14
H -4.08 4.16 -6.29 0.34
H -2.93 1.70 1.53 0.37
H 2.98 -2.01 -1.57 0.40
H -0.57 -2.51 -0.53 0.45
H 3.68 -2.33 5.25 0.13
H -2.62 1.60 5.22 0.30
H 5.48 3.06 2.37 -0.18
H 2.97 -5.93 4.18 0.16
H -7.07 3.69 5.38 0.42
H 4.67 0.00 -0.61 0.40
H -1.56 1.53 -5.28 0.29
H 4.18 2.69 0.55 -0.13
H -3.04 -0.64 -2.25 0.38
H 1.01 -4.97 -1.07 0.40
H -0.23 0.06 -3.45 0.32
H 3.88 -3.94 7.03 0.29
H 4.19 -6.83 2.33 0.46
H 6.42 1.00 0.87 -0.14
H 4.58 -5.35 1.45 0.36
H -6.70 2.11 6.09 0.43
H 5.68 4.34 1.18 0.31
H -5.60 -0.58 -5.30 0.31
H -2.68 -0.62 2.61 0.44
H -5.98 -1.17 -8.25 0.43
H 2.01 -1.19 -2.81 0.43
H -5.85 3.71 -8.02 0.40
H -1.51 2.44 -6.78 0.40
H -4.27 2.96 6.27 0.35
H -2.31 -0.95 -0.68 0.43
H -4.51 -1.64 -7.39 0.42
H -6.30 1.04 -5.41 0.31
H 4.52 -5.22 5.86 0.28
H -3.50 3.71 4.87 0.33
H -5.10 2.63 -4.54 0.30
H -6.65 1.34 -8.28 0.39
H -1.66 0.78 4.02 0.48
H 2.83 -2.72 -3.16 0.28
H -4.44 -0.83 2.57 0.42
H -3.48 3.36 -7.74 0.41
H 5.61 -3.42 3.55 0.56
H 3.46 -6.43 -0.64 0.23
H -6.96 -0.26 -6.38 0.46
H -4.64 1.26 1.48 0.42
H 6.02 1.96 -1.61 0.29
H 7.67 1.48 -0.26 0.45
H -4.91 4.45 5.58 0.44
H 1.82 -4.56 4.06 0.31
H 4.96 -7.18 -0.09 0.39
H 3.42 -7.94 0.29 0.36
H 4.91 1.38 3.35 -1.43
H 2.59 -4.20 -0.95 0.44
H -1.71 0.38 -1.71 0.35
H 0.64 -3.50 -2.74 0.62
H -2.07 2.46 3.79 0.33
H 1.23 -6.23 3.98 0.46
```

Electronic energy list, top to bottom, in Eh: -3186.02574; -5427.67981; -3332.24030